{
  "formula": "C21H34F14N3O9PS2",
  "method": "wB97M-V/def2-TZVPD",
  "charge": 0,
  "smiles": "C[C@@H](O)CNCCO[C@@](C)(O[C@](F)(CCOCC(F)(F)C(F)(F)C(F)(F)C(F)F)S(=O)(=O)C(F)(F)C(F)(F)F)[C@@H](NCCCS(=O)(=O)O)[PH2]=N",
  "homo_lumo_gap_ev": 8.412,
  "elements": ["C", "C", "O", "C", "N", "C", "C", "O", "C", "C", "O", "C", "F", "C", "C", "O", "C", "C", "F", "F", "C", "F", "F", "C", "F", "F", "C", "F", "F", "S", "O", "O", "C", "F", "F", "C", "F", "F", "F", "C", "N", "C", "C", "C", "S", "O", "O", "O", "P", "N", "H", "H", "H", "H", "H", "H", "H", "H", "H", "H", "H", "H", "H", "H", "H", "H", "H", "H", "H", "H", "H", "H", "H", "H", "H", "H", "H", "H", "H", "H", "H", "H", "H", "H"],
  "xyz": [[-1.960358, -3.886585, 2.774416], [-1.858403, -3.322424, 4.183364], [-0.862304, -3.968095, 4.964237], [-1.583478, -1.838583, 4.213748], [-0.426132, -1.471592, 3.406852], [-0.345163, -0.038717, 3.165880], [-1.460931, 0.395523, 2.201215], [-0.873189, 1.182328, 1.181403], [-1.566500, 1.255986, -0.032879], [-3.047308, 1.560673, 0.191503], [-1.090706, 2.376762, -0.768228], [0.236518, 2.646121, -0.639755], [1.004893, 1.525047, -0.641781], [0.600692, 3.577110, 0.486671], [2.090011, 3.700470, 0.712445], [2.509534, 2.541030, 1.404781], [3.771001, 2.685875, 2.000934], [4.404415, 1.321959, 2.114269], [5.514717, 1.463442, 2.901626], [4.842912, 0.884698, 0.907387], [3.484637, 0.245601, 2.779178], [4.181688, -0.384079, 3.765107], [2.430046, 0.853605, 3.377365], [2.941066, -0.852757, 1.826326], [1.868470, -1.394103, 2.467816], [2.502301, -0.324830, 0.675564], [3.932894, -2.012430, 1.539192], [3.193150, -3.120475, 1.267730], [4.670845, -1.725233, 0.446334], [0.667492, 3.547560, -2.273292], [-0.463775, 3.484962, -3.152225], [1.187932, 4.859839, -2.017281], [1.974104, 2.539067, -3.106073], [1.591634, 1.241303, -3.176172], [3.134665, 2.592998, -2.414161], [2.232894, 3.026451, -4.571958], [1.260205, 2.524543, -5.363324], [3.411417, 2.545245, -4.981709], [2.217462, 4.359213, -4.666081], [-1.448882, -0.060530, -0.896846], [-1.402395, 0.268464, -2.299557], [-1.714131, -0.854405, -3.181422], [-3.206008, -0.902698, -3.513476], [-3.448426, -1.663815, -4.817458], [-3.082489, -3.404708, -4.670558], [-1.977022, -3.687867, -5.518930], [-2.983244, -3.781818, -3.289752], [-4.386258, -4.130045, -5.232840], [-0.091628, -1.267714, -0.402094], [1.067948, -1.494081, -1.450049], [-1.293853, -3.362487, 2.098879], [-1.678373, -4.932722, 2.747092], [-2.965002, -3.765423, 2.382615], [-2.825167, -3.500568, 4.660788], [-1.013444, -4.908922, 4.918087], [-1.433469, -1.561975, 5.262059], [-2.493899, -1.345034, 3.883783], [0.385933, -1.780377, 3.921975], [-0.401214, 0.546476, 4.085783], [0.597338, 0.162863, 2.670403], [-2.183981, 0.975947, 2.765140], [-1.917498, -0.512360, 1.814093], [-3.414382, 2.017116, -0.722773], [-3.634627, 0.669178, 0.356687], [-3.173702, 2.290294, 0.981244], [0.135151, 4.541712, 0.335431], [0.193634, 3.186375, 1.411860], [2.657106, 3.880889, -0.198600], [2.245687, 4.570955, 1.352773], [4.415820, 3.274906, 1.351267], [3.729041, 3.154517, 2.982101], [4.571664, -2.249468, 2.383540], [-2.387794, -0.587039, -0.766089], [-0.509397, 0.663279, -2.553835], [-1.191488, -0.681504, -4.118359], [-1.369125, -1.819927, -2.819238], [-3.575323, 0.103199, -3.673537], [-3.759866, -1.390583, -2.717245], [-4.456003, -1.513535, -5.184516], [-2.778632, -1.287466, -5.580224], [-4.900097, -4.338962, -4.443477], [-0.777029, -2.476127, -0.145460], [0.453448, -0.884906, 0.828667], [0.942372, -0.910322, -2.268827]],
  "forces_ev_per_a": [[0.270, 0.317, -0.200], [-0.460, -0.529, -0.099], [0.419, 0.473, -0.003], [0.164, -0.155, 0.312], [-0.629, 0.068, 0.305], [-0.306, -0.154, -0.478], [0.563, -0.158, 0.792], [0.155, 0.202, -0.307], [-1.347, -0.789, 0.171], [0.183, 0.395, -0.709], [0.647, -0.049, 0.445], [0.304, 0.593, -0.178], [0.024, -0.099, -0.097], [0.261, -0.177, 0.339], [-0.173, 0.452, 0.427], [0.136, -0.048, -0.043], [-0.268, -0.008, -0.672], [0.546, 0.160, 0.350], [-0.232, -0.056, -0.182], [-0.216, 0.049, 0.323], [0.158, -0.118, 0.084], [-0.217, 0.068, -0.228], [0.635, -0.023, 0.020], [-0.005, -0.163, -0.088], [1.067, -0.282, -0.187], [0.435, 0.131, 0.434], [-0.291, -0.462, -0.488], [0.130, 0.252, -0.036], [-0.072, -0.026, 0.353], [-1.359, 1.123, -0.762], [0.133, -0.663, 0.010], [0.657, -0.366, 0.528], [0.847, -0.670, 0.031], [0.033, 0.560, -0.048], [-0.511, 0.188, -0.153], [-0.641, -0.262, -0.379], [0.705, 0.389, 0.371], [-0.434, 0.335, 0.105], [0.229, -0.596, 0.033], [0.203, 0.366, 0.273], [0.049, -0.325, 0.006], [-0.320, 0.475, -0.370], [0.249, -0.513, -0.239], [-0.073, 0.323, 0.241], [0.831, -0.059, 0.348], [-0.238, -0.138, -0.495], [-0.424, 0.170, 0.196], [0.156, 0.186, -0.207], [1.129, -0.308, -0.935], [-0.712, 0.308, 0.119], [0.253, 0.050, -0.047], [-0.153, -0.285, 0.034], [-0.246, -0.113, -0.010], [-0.144, 0.160, 0.230], [0.016, -0.393, -0.014], [-0.127, 0.135, 0.166], [-0.013, 0.249, -0.282], [0.121, -0.049, -0.109], [0.062, 0.182, 0.186], [-0.424, 0.245, 0.207], [-0.468, 0.138, -0.224], [-0.215, -0.098, -0.259], [-0.099, -0.010, -0.183], [-0.069, -0.171, 0.358], [-0.012, 0.050, 0.257], [-0.013, 0.238, -0.310], [-0.240, -0.251, -0.002], [0.170, -0.224, -0.155], [0.060, 0.179, 0.063], [0.333, 0.090, 0.015], [-0.110, 0.028, 0.210], [0.172, 0.141, 0.088], [-0.117, -0.262, 0.234], [0.028, 0.085, 0.022], [0.223, 0.072, -0.126], [0.094, -0.155, 0.181], [-0.049, 0.253, 0.151], [-0.216, 0.125, 0.202], [-0.266, -0.259, 0.044], [0.176, -0.080, -0.245], [-0.278, -0.249, 0.057], [-0.220, 0.197, 0.371], [-0.843, -0.228, 0.003], [0.225, -0.176, -0.139]]
}

{
  "formula": "C21H35As3N2Pt",
  "method": "wB97M-V/def2-TZVPD",
  "charge": 4,
  "spin_multiplicity": 5,
  "homo_lumo_gap_ev": [5.162, 4.767],
  "elements": ["Pt", "C", "C", "C", "C", "N", "C", "C", "C", "C", "C", "C", "N", "H", "H", "H", "H", "H", "H", "H", "H", "C", "As", "C", "C", "C", "C", "C", "As", "C", "C", "C", "As", "C", "C", "H", "H", "H", "H", "H", "H", "H", "H", "H", "H", "H", "H", "H", "H", "H", "H", "H", "H", "H", "H", "H", "H", "H", "H", "H", "H", "H"],
  "xyz": [[-1.442228, 0.681488, 0.347839], [-5.322146, -0.477071, 2.091187], [-5.080850, -0.198934, 3.448641], [-3.985604, 0.557356, 3.780943], [-2.946623, 0.671821, 2.836492], [-3.098202, 0.227850, 1.549999], [-4.363292, -0.141268, 1.184058], [-1.651541, 1.066538, 3.237188], [-1.198996, 1.412321, 4.516631], [0.087437, 1.924488, 4.703453], [0.977422, 1.968777, 3.630178], [0.478199, 1.784129, 2.343804], [-0.789085, 1.272539, 2.155604], [-6.359770, -0.828213, 1.830197], [-5.814387, -0.537963, 4.169517], [-3.761866, 1.015016, 4.768132], [-4.564220, -0.216276, 0.134194], [-1.905467, 1.199285, 5.375964], [0.345045, 2.162287, 5.698398], [2.080978, 2.126319, 3.673289], [1.123628, 1.871581, 1.473587], [0.523677, 3.661838, -0.850860], [-0.307852, 1.853291, -1.289328], [-1.306317, 2.236343, -2.982981], [1.396479, 0.895808, -1.650762], [1.490247, -0.577019, -2.177711], [0.919465, -0.695975, -3.644330], [0.813359, -1.481665, -1.169505], [-1.096990, -1.350920, -0.771853], [-1.600804, -2.786305, 0.432867], [-2.002193, -1.998592, -2.379605], [3.055159, -0.847839, -2.135421], [3.885396, -2.281020, -0.936455], [5.644702, -1.973951, -1.881717], [4.026090, -1.296098, 0.834877], [1.533351, 3.549608, -1.297671], [0.475991, 3.879526, 0.200219], [-0.011153, 4.432765, -1.368130], [-0.722846, 2.732790, -3.772846], [-2.061386, 2.866153, -2.576132], [-1.740452, 1.367346, -3.412522], [2.000406, 0.989492, -0.743650], [1.850454, 1.553937, -2.389695], [-0.195740, -0.466983, -3.634878], [1.084547, -1.689084, -3.954210], [1.434907, -0.010276, -4.309914], [1.302434, -1.212739, -0.205220], [1.015984, -2.536110, -1.410334], [-1.226858, -3.746500, -0.103980], [-2.698364, -2.824502, 0.697260], [-1.001489, -2.758140, 1.381519], [-1.684466, -3.016308, -2.591275], [-1.839024, -1.315574, -3.212109], [-3.130670, -2.123297, -2.172303], [3.544599, 0.092992, -1.922028], [3.522373, -1.224367, -3.040474], [6.021407, -0.963156, -1.688025], [5.590247, -2.253147, -2.974541], [6.249455, -2.692699, -1.380667], [3.118485, -1.041786, 1.339336], [4.715617, -0.462438, 0.763411], [4.603339, -2.027469, 1.432343]],
  "forces_ev_per_a": [[-2.232, 0.973, -0.806], [-2.388, -0.083, 2.232], [-0.790, -0.186, 0.030], [0.263, -0.093, 1.342], [0.375, -1.225, -0.062], [-2.384, 0.979, 0.317], [2.940, 0.370, -1.048], [1.170, 1.176, -1.716], [-0.895, 0.000, 1.232], [-0.574, -0.914, -0.459], [0.610, 0.625, 0.031], [-2.144, -1.849, 0.015], [2.423, 0.227, 1.250], [1.382, 0.181, -0.094], [-0.008, 0.364, 0.180], [-0.847, -0.650, -0.653], [0.120, -0.157, -0.488], [1.275, 0.633, -0.889], [0.684, 0.252, 0.908], [-1.108, 0.242, 0.565], [-0.308, 0.039, 0.059], [0.066, -1.596, -0.837], [1.836, 1.736, -2.167], [1.303, 0.011, 0.598], [-0.346, 0.082, -0.730], [0.168, 1.289, -0.753], [-0.832, 1.258, 2.003], [0.404, -0.688, 0.976], [0.300, -2.037, -0.652], [1.150, -1.758, 0.388], [-2.222, 0.453, 0.433], [-1.359, -1.404, -0.232], [0.783, 4.171, -0.509], [-0.425, -1.397, -0.378], [1.498, -2.238, -0.027], [-0.483, 0.370, 0.659], [0.338, -0.045, 0.416], [-0.400, 0.302, -0.416], [0.083, 0.013, 0.626], [-0.783, 0.689, -0.116], [-0.436, -0.865, -0.133], [-0.169, 0.076, 0.148], [0.254, 0.013, -0.119], [1.594, -0.216, -0.227], [-0.020, -1.231, -0.703], [-0.035, 0.053, -0.088], [-0.412, -0.589, -0.281], [-0.101, 0.112, 0.135], [-1.084, 1.368, 0.907], [1.244, 0.060, -0.650], [-0.600, 0.182, -0.773], [0.544, 0.028, -0.001], [-0.239, -0.347, 0.032], [1.687, 0.532, -0.265], [0.619, -0.060, 0.562], [-0.642, 0.207, -0.604], [-0.501, -0.057, 0.039], [-0.187, 0.414, 1.256], [1.063, -0.422, 0.111], [-0.661, -0.061, -0.041], [-0.044, 0.345, -0.705], [-0.519, 0.342, 0.173]]
}